77
Properties=species:S:1:pos:R:3:forces:R:3 method="wB97M-V/def2-TZVPD" orbital_gap_ev="4.8 / 8.2" total_energy_ha=-4742.15010 s2=0.77 multiplicity=2 lumo_energy_ha="0.084 / 0.084" e_homo_ev="-2.516 / -5.880" molar_mass_g_mol=725.00 charge=-1
Mg 0.37686 0.87181 0.39908 0.14 0.01 -0.14
O 1.31635 1.22395 4.37444 0.07 0.02 0.17
C 0.84109 1.16481 3.24817 -0.07 -0.04 -0.21
O 1.48019 1.11527 2.13844 0.04 -0.03 0.05
C -0.68449 1.12762 3.08714 -0.03 0.01 0.04
C -1.56159 1.31345 4.13645 -0.01 0.01 0.01
C -2.95009 1.30752 3.84523 0.03 -0.01 -0.03
C -3.39379 1.09598 2.57028 0.05 0.00 0.01
C -2.43529 0.86534 1.54293 0.02 -0.05 -0.19
N -1.09505 0.90783 1.84190 -0.21 0.05 -0.21
C -2.77836 0.60831 0.19352 0.30 0.04 0.40
O -3.90079 0.60875 -0.34417 -0.17 0.10 -0.02
O -1.69444 0.29258 -0.63999 0.08 0.10 0.01
H -1.16915 1.48502 5.12737 -0.01 0.00 0.00
H -3.66650 1.47959 4.64009 -0.01 0.00 0.01
H -4.44486 1.09320 2.31742 -0.02 0.00 0.00
C 2.70923 0.12582 -3.24197 0.02 0.07 -0.05
C 2.33150 -0.13246 -1.81555 0.10 0.13 -0.31
O 1.23163 0.19740 -1.39601 -0.26 0.02 0.25
N 3.23832 -0.75344 -1.04747 0.16 -0.19 -0.03
C 3.12009 -0.81200 0.39714 -0.05 -0.02 0.22
C 2.06031 -1.76069 0.91827 -0.32 0.00 0.05
C 2.41059 -2.99615 1.44838 0.00 0.08 -0.06
C 1.42797 -3.80548 1.99281 -0.08 -0.02 -0.01
C 0.11631 -3.36116 1.99035 0.03 -0.05 0.01
C -0.15724 -2.11875 1.44148 0.31 -0.03 -0.07
N 0.78392 -1.33893 0.91521 0.35 -0.11 0.08
H 2.41143 1.14909 -3.46802 0.02 -0.03 0.00
H 2.15433 -0.55100 -3.89094 0.04 0.08 0.04
H 3.77777 0.01043 -3.41834 0.01 -0.02 -0.02
H 4.14227 -0.93008 -1.44750 -0.03 0.07 0.01
H 2.92798 0.18363 0.80111 -0.01 0.04 0.02
H 4.09244 -1.12599 0.77390 -0.04 -0.02 0.07
H 3.44828 -3.30394 1.44964 0.00 0.00 0.00
H 1.68515 -4.76624 2.42067 0.00 0.00 0.01
H -0.68497 -3.95056 2.41396 0.01 -0.01 0.01
H -1.15976 -1.72022 1.43110 -0.20 0.11 0.00
Cl 0.84263 4.81681 1.76076 0.03 0.00 -0.02
C 2.33496 4.01567 1.18605 0.02 0.08 -0.04
C 2.14251 3.04042 0.02190 0.01 -0.18 0.03
O 3.18894 2.65473 -0.51411 0.02 0.00 -0.01
O 0.96583 2.66176 -0.25390 -0.24 0.03 0.04
H 2.72786 3.44252 2.02270 -0.01 -0.01 -0.02
H 3.04082 4.79018 0.90043 0.00 0.00 0.02
C -3.11505 1.57300 -3.13207 -0.03 -0.07 0.14
Ge -2.42324 -0.04176 -2.29359 0.03 0.00 -0.11
C -3.59505 -1.60889 -2.25486 0.07 0.03 -0.10
C -4.03514 -2.21477 -1.08224 -0.05 -0.02 0.10
C -4.78986 -3.37836 -1.12533 -0.01 -0.03 -0.07
C -5.12941 -3.94763 -2.34671 0.02 0.05 0.01
C -4.70474 -3.34849 -3.52421 -0.02 -0.02 0.03
C -3.93463 -2.19388 -3.47249 0.02 -0.04 0.00
C -0.95637 -0.70366 -3.45410 -0.04 -0.09 0.01
C -0.78211 -0.11012 -4.67720 0.01 0.05 0.05
C 0.05133 -0.67222 -5.67385 -0.02 0.05 -0.06
C 0.70621 -1.84243 -5.44158 -0.03 -0.05 -0.07
C 0.57909 -2.49552 -4.19017 -0.08 -0.01 0.07
C 1.28039 -3.69432 -3.90949 -0.01 0.04 -0.03
C 1.16162 -4.30282 -2.69434 0.02 -0.06 0.03
C 0.32844 -3.74395 -1.70287 -0.03 0.01 0.05
C -0.35908 -2.59083 -1.95091 0.04 -0.03 0.00
C -0.25416 -1.92404 -3.19481 -0.02 -0.02 -0.06
H -3.49168 1.35652 -4.13191 -0.01 -0.01 -0.01
H -2.32568 2.32095 -3.20056 0.02 0.01 0.00
H -3.92146 1.95372 -2.50951 0.02 -0.01 -0.03
H -3.81054 -1.76138 -0.12522 0.01 -0.03 -0.02
H -5.12289 -3.83702 -0.20227 0.00 -0.01 0.00
H -5.72351 -4.85244 -2.37928 -0.01 -0.01 0.00
H -4.96369 -3.78342 -4.48193 0.00 -0.01 0.00
H -3.58347 -1.75362 -4.40056 0.01 0.00 -0.02
H -1.29478 0.81650 -4.90358 -0.01 0.02 -0.02
H 0.15813 -0.16661 -6.62649 0.00 0.00 0.01
H 1.33881 -2.28764 -6.20124 0.01 0.01 -0.01
H 1.91711 -4.11633 -4.67902 0.01 0.00 -0.01
H 1.70564 -5.21668 -2.48743 0.00 0.01 0.00
H 0.24009 -4.22311 -0.73476 0.02 0.00 -0.04
H -0.97843 -2.15632 -1.17970 -0.03 0.02 0.05